Model i:
C4H15N2O2 | ωB97M-V with the def2-TZVPD basis set

Last columns: bonded neighbours and bond lengths (Å).
Atoms and positions in Å:
1 N 1.54278 0.18521 -0.68795  C2 1.575, H8 1.013, H9 1.025, H10 1.002
2 C 0.65269 -1.00342 -0.16275  N1 1.575, C3 1.521, C6 1.589, H11 1.090
3 C -0.76147 -0.44319 -0.16548  C2 1.521, C4 1.474, H12 1.114, H13 1.119
4 C -0.95665 0.52134 -1.26318  C3 1.474, O5 1.471, H14 1.120, H15 1.162
5 O -0.28389 0.16873 -2.52258  C4 1.471, H16 1.045
6 C 1.19400 -1.51544 1.24031  C2 1.589, N7 1.466, H17 1.043, H18 1.084
7 N 0.84002 -0.54043 2.27612  C6 1.466, H19 0.991, H20 0.991
8 H 2.43677 -0.27833 -0.79824  N1 1.013
9 H 1.23475 0.45540 -1.62719  N1 1.025
10 H 1.46535 0.91759 -0.00888  N1 1.002
11 H 0.87065 -1.83683 -0.83138  C2 1.090
12 H -1.42456 -1.33518 -0.24668  C3 1.114
13 H -1.12031 -0.00772 0.80029  C3 1.119
14 H -2.06360 0.53127 -1.43537  C4 1.120
15 H -0.62455 1.58102 -0.92214  C4 1.162
16 H -0.95811 0.01472 -3.30592  O5 1.045
17 H 2.22654 -1.65219 1.18945  C6 1.043
18 H 0.77431 -2.49121 1.45445  C6 1.084
19 H 1.64176 -0.29980 2.80634  N7 0.991
20 H 0.04248 -0.80550 2.80139  N7 0.991
21 H -2.44732 2.21726 0.38820  O23 0.975
22 H -2.51257 2.12141 1.79763  O23 0.942
23 O -1.84019 2.08112 1.13852  H21 0.975, H22 0.942

Computed properties:
net charge: +1
multiplicity: 1

Atom charges from the Mulliken analysis, given in e for atoms 1 to 8: number 1, N, carries -0.325; number 2, C, carries 0.157; number 3, C, carries -0.561; number 4, C, carries -0.636; number 5, O, carries -0.653; number 6, C, carries -0.987; number 7, N, carries -0.449; number 8, H, carries 0.398

***

Model ii:
C4H15N2O2 | ωB97M-V with the def2-TZVPD basis set

Last columns: bonded neighbours and bond lengths (Å).
Atoms and positions in Å:
1 C 0.26672 -0.45904 -1.27235  C2 1.533, N6 1.486, H7 1.084, H8 1.102
2 C -1.15207 -0.07279 -1.70601  C1 1.533, C3 1.642, H9 1.127, H10 1.127
3 C -2.15010 -0.40899 -0.44612  C2 1.642, C4 1.548, H11 1.082, H12 1.086
4 C -2.15999 0.77982 0.54465  C3 1.548, N5 1.486, H13 1.071, H14 1.162
5 N -1.12311 0.59302 1.59265  C4 1.486, H16 1.024
6 N 0.84897 0.61024 -0.41999  C1 1.486, H15 1.144, H17 0.962
7 H 0.33209 -1.39509 -0.72873  C1 1.084
8 H 0.82585 -0.48619 -2.22177  C1 1.102
9 H -1.49927 -0.74369 -2.54255  C2 1.127
10 H -1.16499 1.03395 -1.91739  C2 1.127
11 H -1.81657 -1.29421 0.07979  C3 1.082
12 H -3.19050 -0.57860 -0.70697  C3 1.086
13 H -3.14628 0.82135 0.95980  C4 1.071
14 H -2.06085 1.71186 -0.14159  C4 1.162
15 H 0.17256 0.82934 0.47658  N6 1.144
16 H -1.42657 1.13927 2.40336  N5 1.024
17 H 1.72444 0.43129 -0.06392  N6 0.962
18 H 0.48677 -1.53281 2.74721  O20 1.001
19 H -0.32715 -0.64996 1.73839  O20 1.089
20 O 0.16626 -1.61894 1.80269  H18 1.001, H19 1.089
21 H 5.87516 0.96772 -0.41384  O23 0.948
22 H 5.42853 -0.13798 0.49405  O23 1.019
23 O 5.09011 0.46042 -0.25795  H21 0.948, H22 1.019

Computed properties:
net charge: +1
multiplicity: 1

Atom charges from the Mulliken analysis, given in e for atoms 1 to 8: number 1, C, carries -0.484; number 2, C, carries -0.718; number 3, C, carries -0.607; number 4, C, carries -0.649; number 5, N, carries -0.347; number 6, N, carries -0.298; number 7, H, carries 0.404; number 8, H, carries 0.391

***

It comes down to model i, which is 582.7 kJ/mol more stable than the next structure.

***

Model i:
C4H15N2O2 | ωB97M-V with the def2-TZVPD basis set

Last columns: bonded neighbours and bond lengths (Å).
Atoms and positions in Å:
1 C 0.60598 -0.44636 0.14247  C2 1.597, N6 1.597, H7 1.119, H8 1.036
2 C -0.82358 -0.28550 -0.55054  C1 1.597, C3 1.484, H9 1.059, H10 1.050
3 C -1.72347 0.76481 -0.01202  C2 1.484, C4 1.344, N5 1.404
4 C -2.97365 0.28348 0.10112  C3 1.344, H11 1.052, H12 1.081
5 N -1.24471 2.08478 0.01570  C3 1.404, H14 1.116, H15 1.031
6 N 1.69266 0.33409 -0.72949  C1 1.597, H13 1.030, H16 0.953, H17 1.025
7 H 0.46425 0.05962 1.13069  C1 1.119
8 H 0.78858 -1.46631 0.13549  C1 1.036
9 H -1.40315 -1.16236 -0.68340  C2 1.059
10 H -0.73652 -0.08703 -1.57795  C2 1.050
11 H -3.49025 -0.62854 0.01328  C4 1.052
12 H -3.68071 1.02868 0.43754  C4 1.081
13 H 1.26114 1.26709 -0.79062  N6 1.030
14 H -1.05823 2.44118 1.05713  N5 1.116
15 H -1.92190 2.68941 -0.47225  N5 1.031
16 H 1.90451 -0.08952 -1.55611  N6 0.953
17 H 2.51087 0.46706 -0.12734  N6 1.025
18 H -1.77718 -1.56949 2.32653  O20 0.975
19 H -0.87888 -2.08298 1.44059  O20 0.967
20 O -0.98757 -1.22385 1.87099  H18 0.975, H19 0.967
21 H 4.59871 -1.13705 -1.40290  O23 0.991
22 H 4.72473 -0.70615 -0.01233  O23 0.957
23 O 4.14835 -0.53505 -0.75658  H21 0.991, H22 0.957

Computed properties:
net charge: +1
multiplicity: 1

Atom charges from the Mulliken analysis, given in e for atoms 1 to 8: number 1, C, carries -0.895; number 2, C, carries -1.208; number 3, C, carries 0.840; number 4, C, carries -1.143; number 5, N, carries -0.526; number 6, N, carries -0.199; number 7, H, carries 0.505; number 8, H, carries 0.315

***

Model ii:
C4H15N2O2 | ωB97M-V with the def2-TZVPD basis set

Last columns: bonded neighbours and bond lengths (Å).
Atoms and positions in Å:
1 C -1.47846 -0.64666 0.33275  O2 1.445, C3 1.534, H8 1.077, H9 1.083
2 O -1.83227 -0.92610 1.70526  C1 1.445, H10 0.958
3 C -0.80858 0.73219 0.38038  C1 1.534, C4 1.540, N7 1.542, H11 1.080
4 C -0.73128 1.45762 -0.97596  C3 1.540, C5 1.526, H12 1.087, H13 1.086
5 C -0.18558 0.53667 -2.06421  C4 1.526, N6 1.462, H14 1.064, H15 1.095
6 N 1.19341 0.15174 -1.77022  C5 1.462, H16 1.007, H17 1.004
7 N 0.60090 0.50297 0.96124  C3 1.542, H18 1.031, H19 1.026, H20 1.016
8 H -0.71113 -1.38163 0.15588  C1 1.077
9 H -2.35484 -0.63616 -0.30295  C1 1.083
10 H -2.76390 -1.13754 1.78232  O2 0.958
11 H -1.24156 1.38230 1.12656  C3 1.080
12 H -1.79624 1.59239 -1.14519  C4 1.087
13 H -0.18776 2.39720 -0.96332  C4 1.086
14 H -0.77657 -0.32908 -2.24497  C5 1.064
15 H -0.25310 1.05110 -3.02833  C5 1.095
16 H 1.41911 -0.80980 -1.96416  N6 1.007
17 H 1.91996 0.76610 -2.09137  N6 1.004
18 H 1.25529 0.59018 0.16927  N7 1.031
19 H 0.79220 -0.44026 1.31748  N7 1.026
20 H 0.76452 1.10748 1.76156  N7 1.016
21 H 2.56933 -1.94614 3.03268  O23 0.971
22 H 2.19484 -2.42049 1.68368  O23 0.969
23 O 2.41172 -1.59407 2.14163  H21 0.971, H22 0.969

Computed properties:
net charge: +1
multiplicity: 1

Atom charges from the Mulliken analysis, given in e for atoms 1 to 8: number 1, C, carries -0.833; number 2, O, carries -0.508; number 3, C, carries 0.085; number 4, C, carries -0.943; number 5, C, carries -0.591; number 6, N, carries -0.577; number 7, N, carries -0.155; number 8, H, carries 0.414

***

It comes down to model ii, which is 218.5 kJ/mol more stable than the next structure.

***

Model i:
C4H6FNO | ωB97M-V with the def2-TZVPD basis set

Last columns: bonded neighbours and bond lengths (Å).
Atoms and positions in Å:
1 C 1.00077 0.47098 -1.54944  N5 1.281, O6 1.230, H8 1.180
2 C -0.59939 -0.57978 1.00355  C3 1.519, C4 1.518, H9 1.137, H10 1.113
3 C -1.12286 -0.34449 -0.40244  C2 1.519, N5 1.520, H11 1.118, H12 1.091
4 C 0.59628 0.34163 1.16668  C2 1.518, F7 1.278, H13 1.159
5 N -0.03429 0.63422 -0.81247  C1 1.281, C3 1.520
6 O 2.16392 0.71656 -1.23511  C1 1.230
7 F 0.33301 1.43255 1.77826  C4 1.278
8 H 0.55565 0.17160 -2.59994  C1 1.180
9 H -1.23799 -0.22297 1.87447  C2 1.137
10 H -0.28994 -1.64053 1.13565  C2 1.113
11 H -1.07776 -1.34085 -0.90809  C3 1.118
12 H -1.97723 0.33319 -0.39565  C3 1.091
13 H 1.68983 0.02790 0.94454  C4 1.159

Computed properties:
multiplicity: 1

Atom charges from the Mulliken analysis, given in e for atoms 1 to 8: number 1, C, carries 0.132; number 2, C, carries -0.523; number 3, C, carries -0.427; number 4, C, carries 0.191; number 5, N, carries -0.332; number 6, O, carries -0.605; number 7, F, carries -0.209; number 8, H, carries 0.239

***

Model ii:
C4H6FNO | ωB97M-V with the def2-TZVPD basis set

Last columns: bonded neighbours and bond lengths (Å).
Atoms and positions in Å:
1 C 1.54960 -1.16526 -0.24319  O2 1.441, H8 1.064, H9 1.222, H10 1.095
2 O 0.48004 -0.34381 -0.75138  C1 1.441, C3 1.416
3 C -0.19522 0.47290 0.18707  O2 1.416, C4 1.502, F5 1.353, C6 1.473
4 C -1.20346 1.24279 -0.61730  C3 1.502, H11 1.150, H12 1.058, H13 1.148
5 F 0.66430 1.39392 0.67969  C3 1.353
6 C -0.80834 -0.27992 1.29495  C3 1.473, N7 1.148
7 N -1.25665 -0.98325 2.08320  C6 1.148
8 H 2.11078 -1.55701 -1.05809  C1 1.064
9 H 1.12509 -2.19142 0.26791  C1 1.222
10 H 2.09706 -0.83558 0.64633  C1 1.095
11 H -0.71045 1.78746 -1.50147  C4 1.150
12 H -1.76822 1.79265 0.08834  C4 1.058
13 H -2.08455 0.66654 -1.07608  C4 1.148

Computed properties:
multiplicity: 1

Atom charges from the Mulliken analysis, given in e for atoms 1 to 8: number 1, C, carries -0.796; number 2, O, carries -0.352; number 3, C, carries 1.297; number 4, C, carries -1.463; number 5, F, carries -0.283; number 6, C, carries 0.007; number 7, N, carries -0.382; number 8, H, carries 0.325

***

Model iii:
C4H6FNO | ωB97M-V with the def2-TZVPD basis set

Last columns: bonded neighbours and bond lengths (Å).
Atoms and positions in Å:
1 C -2.14674 -0.73052 -0.11244  C2 1.477, H8 1.076, H9 1.035, H10 1.026
2 C -1.04424 0.18570 -0.46977  C1 1.477, N3 1.268, H11 1.148
3 N -0.19065 0.54514 0.39632  C2 1.268, C4 1.342
4 C 1.04195 1.01398 0.64379  N3 1.342, O5 1.196, C6 1.549
5 O 1.21547 1.92000 1.40425  C4 1.196
6 C 2.18777 0.12696 0.09616  C4 1.549, F7 1.412, H12 0.991, H13 1.062
7 F 1.89343 -1.25275 0.04471  C6 1.412
8 H -1.67332 -1.62480 0.25265  C1 1.076
9 H -2.65738 -1.02347 -0.96352  C1 1.035
10 H -2.76922 -0.44253 0.65111  C1 1.026
11 H -1.09720 0.56647 -1.55162  C2 1.148
12 H 3.08292 0.22551 0.50999  C6 0.991
13 H 2.15720 0.49031 -0.90162  C6 1.062

Computed properties:
multiplicity: 1

Atom charges from the Mulliken analysis, given in e for atoms 1 to 8: number 1, C, carries -1.122; number 2, C, carries 0.202; number 3, N, carries -0.219; number 4, C, carries 0.362; number 5, O, carries -0.563; number 6, C, carries -0.279; number 7, F, carries -0.286; number 8, H, carries 0.299

***

It comes down to model ii, which is 13.2 kJ/mol more stable than the next structure.